(1)
Entry from the Open Molecules 2025 dataset: C45H38F3N2P2STe2Zr as an isolated structure in a non-equilibrium geometry (ωB97M-V with the def2-TZVPD basis set).

XYZ file:
```
94
Properties=species:S:1:pos:R:3
Zr 15.34 11.55 15.25
Te 11.42 11.72 14.29
C 9.23 11.70 14.47
C 8.61 11.50 15.71
C 7.25 11.22 15.68
N 6.49 11.17 14.62
C 7.06 11.50 13.45
C 8.40 11.82 13.31
C 12.61 11.74 16.13
P 13.25 10.12 16.52
C 12.10 8.90 15.91
C 12.49 7.74 15.24
C 11.54 6.86 14.75
C 10.19 7.15 14.91
C 9.79 8.24 15.64
C 10.76 9.06 16.18
C 13.16 9.59 18.20
C 11.95 9.49 18.96
C 12.00 8.89 20.20
C 13.16 8.47 20.84
C 14.35 8.70 20.10
C 14.34 9.12 18.79
P 13.43 13.33 16.28
C 12.40 14.49 15.41
C 11.09 14.67 15.86
C 10.17 15.45 15.21
C 10.57 16.18 14.08
C 11.93 16.06 13.66
C 12.83 15.27 14.35
C 13.31 13.99 17.89
C 12.88 13.22 18.98
C 12.45 13.79 20.17
C 12.67 15.11 20.46
C 13.09 15.92 19.39
C 13.43 15.36 18.13
H 9.10 11.54 16.67
H 6.70 11.03 16.63
H 6.38 11.41 12.60
H 8.77 11.95 12.32
H 13.56 7.55 15.15
H 11.92 6.05 14.17
H 9.50 6.55 14.38
H 8.71 8.42 15.75
H 10.46 9.94 16.75
H 11.09 9.94 18.54
H 11.04 8.64 20.63
H 13.12 8.19 21.88
H 15.28 8.45 20.57
H 15.22 9.14 18.15
H 10.76 14.14 16.78
H 9.19 15.40 15.61
H 9.91 16.88 13.53
H 12.28 16.61 12.82
H 13.88 15.24 14.05
H 12.86 12.16 18.86
H 12.02 13.09 20.89
H 12.43 15.59 21.42
H 13.14 16.99 19.45
H 13.70 16.06 17.32
F 21.23 13.35 16.43
C 20.71 12.10 16.09
F 21.58 11.15 16.58
F 20.68 12.02 14.75
C 19.34 11.93 16.80
C 19.39 11.74 18.16
C 18.17 11.53 18.84
C 16.99 11.40 18.16
N 16.90 11.56 16.79
C 18.01 11.97 16.15
S 17.55 12.73 14.60
H 20.34 11.70 18.67
H 18.12 11.39 19.92
H 16.06 11.14 18.64
C 18.60 12.97 8.46
C 17.68 12.18 9.37
C 16.79 12.90 10.18
C 15.95 12.22 11.08
C 14.77 12.88 11.73
C 16.14 10.84 11.23
Te 15.14 9.92 12.95
C 17.10 10.14 10.45
C 17.30 8.68 10.68
C 17.80 10.79 9.47
H 18.17 13.98 8.36
H 18.78 12.57 7.42
H 19.59 13.06 8.92
H 16.76 13.96 9.98
H 14.31 13.57 11.04
H 15.05 13.53 12.59
H 14.05 12.18 12.12
H 17.52 8.47 11.75
H 18.11 8.31 10.07
H 16.36 8.11 10.45
H 18.38 10.28 8.72
```

Its charge is +1. For the HOMO energy, the calculation gives -9.9 eV. The value obtained for the HOMO-LUMO gap is 5.62 eV.



(2)
Entry from the Open Molecules 2025 dataset: C45H38FeN3P2 as an isolated structure in a non-equilibrium geometry (ωB97M-V with the def2-TZVPD basis set).

XYZ file:
```
89
Properties=species:S:1:pos:R:3
Fe 0.68 0.51 0.66
C 5.07 0.41 -0.18
C 3.85 0.13 0.44
N 2.77 0.87 0.29
C 2.86 2.01 -0.43
C 4.06 2.39 -1.08
C 5.17 1.54 -0.95
C 4.12 3.63 -1.75
C 3.05 4.50 -1.70
C 1.90 4.17 -0.99
C 1.76 2.93 -0.38
N 0.71 2.52 0.37
C 0.17 3.23 1.40
C -0.51 4.43 1.37
C -0.89 5.06 2.56
C -0.55 4.54 3.79
C 0.14 3.31 3.86
C 0.58 2.72 5.07
C 1.26 1.53 5.03
C 1.45 0.90 3.80
N 1.05 1.40 2.65
C 0.44 2.62 2.67
H 5.91 -0.25 -0.02
H 3.76 -0.71 1.12
H 6.10 1.81 -1.42
H 5.02 3.90 -2.27
H 3.11 5.45 -2.19
H 1.09 4.88 -0.94
H -0.76 4.88 0.42
H -1.43 5.99 2.51
H -0.79 5.06 4.70
H 0.39 3.22 6.00
H 1.63 1.06 5.93
H 1.95 -0.06 3.74
C -0.67 -1.44 2.16
C -1.34 -0.21 1.54
P -1.64 -0.45 -0.26
C -3.36 -1.03 -0.34
C -4.36 -0.48 0.47
C -5.68 -0.88 0.31
C -6.01 -1.82 -0.65
C -5.02 -2.39 -1.43
C -3.70 -2.00 -1.28
C -1.69 1.22 -1.05
C -2.79 2.07 -1.01
C -2.75 3.25 -1.75
C -1.65 3.56 -2.53
C -0.57 2.68 -2.59
C -0.60 1.51 -1.86
C 0.43 -1.94 1.22
P -0.41 -2.64 -0.29
C 0.72 -2.30 -1.67
C 0.24 -2.56 -2.95
C 1.04 -2.33 -4.05
C 2.32 -1.82 -3.89
C 2.80 -1.56 -2.61
C 2.01 -1.80 -1.51
C -0.39 -4.47 -0.13
C 0.74 -5.21 -0.50
C 0.68 -6.59 -0.44
C -0.48 -7.23 -0.03
C -1.59 -6.49 0.33
C -1.55 -5.11 0.27
H -1.41 -2.24 2.32
H -0.26 -1.18 3.13
H -0.67 0.67 1.62
H -2.26 0.04 2.08
H -4.13 0.27 1.22
H -6.44 -0.46 0.95
H -7.03 -2.12 -0.78
H -5.28 -3.14 -2.17
H -2.92 -2.44 -1.88
H -3.66 1.83 -0.43
H -3.60 3.91 -1.73
H -1.63 4.47 -3.10
H 0.27 2.91 -3.22
H 0.22 0.80 -1.94
H 1.04 -2.72 1.69
H 1.08 -1.07 0.94
H -0.75 -2.96 -3.08
H 0.67 -2.54 -5.04
H 2.95 -1.64 -4.74
H 3.81 -1.19 -2.47
H 2.42 -1.64 -0.52
H 1.63 -4.71 -0.84
H 1.55 -7.17 -0.72
H -0.51 -8.30 0.00
H -2.50 -6.99 0.64
H -2.43 -4.53 0.53
```

Its charge is +2. As for the multiplicity: 6. For the HOMO energy (alpha / beta), the calculation gives -12.0 / -12.0 eV. The value obtained for the HOMO-LUMO gap (alpha / beta) is 6.88 / 4.21 eV. Its expectation value of S² is 8.77.



no.,electronic energy (eV)
1,-103685.8946
2,-104701.7220